[1]
Below is C29H36KN8O2S2 as an isolated structure at a distorted geometry, with properties calculated with the ωB97M-V functional and the def2-TZVPD basis.

E_HOMO: -0.05699 hartree
Largest force on an atom: 3.88 eV/A
E_LUMO: 0.9081 eV
Frontier orbital gap: 2.5 eV

Structure (ORCA input):
```
! RIJCOSX wB97M-V def2-TZVPD def2/J DEFGRID3
* xyz -1 1
K -5.3299 1.1426 1.6210
C -2.5180 2.6438 -2.9744
C -3.7382 3.2330 -2.3040
N -4.8062 3.8224 -2.8800
N -5.5378 4.3603 -1.8701
C -4.9479 4.0759 -0.6402
S -5.2623 4.5781 0.8962
N -3.8606 3.2519 -0.9968
N -3.0067 2.5172 -0.1833
H -1.6358 2.9305 -2.4362
H -2.4687 3.1699 -3.9748
H -2.7988 1.6061 -3.0608
H -6.2997 5.0151 -2.0502
H -3.1037 1.4845 -0.3114
H -2.1225 2.9611 -0.0450
N -5.3471 -1.9082 1.0791
C -3.9119 -2.2263 0.8750
C -3.7474 -3.7087 0.5205
C -2.4756 -4.3070 1.0859
C -1.7891 -5.2082 0.0316
N -1.0221 -4.2348 -0.8082
C -0.1650 -4.5988 -1.7286
N 0.5485 -3.6991 -2.4399
N 0.0656 -5.8971 -1.9993
C -3.2086 -1.2669 -0.1112
O -2.1275 -1.6212 -0.6843
O -3.7428 -0.1283 -0.1139
H -5.8387 -2.6380 1.5506
H -5.8505 -1.8653 0.2004
H -3.4070 -2.0457 1.8184
H -3.8124 -3.8345 -0.5878
H -4.5809 -4.2298 0.9316
H -2.7908 -4.8760 1.9818
H -1.7294 -3.4788 1.2632
H -2.5533 -5.8011 -0.5490
H -1.0825 -5.8427 0.5301
H -1.3493 -3.2772 -0.6437
H 0.3437 -2.7290 -2.3529
H 1.4097 -3.9775 -2.9028
H -0.4423 -6.6027 -1.4359
H 0.9478 -6.2262 -2.4149
C 6.4962 1.2699 0.9901
C 5.5964 0.6813 1.8787
C 4.3605 1.2951 2.0909
C 3.9947 2.4285 1.3733
C 5.0171 3.0899 0.6332
C 6.2980 2.5758 0.4906
C 2.6158 2.9383 1.3575
C 1.7709 2.6026 2.2733
C 1.2379 1.9979 3.4199
C 0.6642 0.7005 3.3870
C 0.2191 0.0691 4.5751
C 0.3388 0.6951 5.8493
C 0.8928 1.9959 5.8613
C 1.3370 2.5793 4.6881
H 7.3840 0.7114 0.6517
H 5.7969 -0.1902 2.4880
H 3.6704 0.9585 2.8664
H 4.8080 4.0348 0.1324
H 7.0494 3.0825 -0.0948
H 2.3794 3.6813 0.5750
H 0.6251 0.2881 2.4038
H -0.0571 -0.9586 4.5656
H -0.0024 0.2174 6.7190
H 0.8962 2.5834 6.8013
H 1.8378 3.5258 4.6669
S 0.2921 0.7090 -3.1804
C 1.9723 0.9286 -3.4847
C 2.8740 1.3013 -2.4434
C 4.2165 0.9392 -2.5511
C 4.7188 0.1588 -3.5702
C 3.8798 -0.1082 -4.6546
C 2.5098 0.3182 -4.6477
H 2.5124 1.8578 -1.5650
H 4.9811 1.2294 -1.8164
H 5.6759 -0.3532 -3.5231
H 4.3023 -0.5739 -5.5194
H 1.9331 0.1762 -5.5730
*
```

=====

[2]
Below is C29H36N4O3PbS4 as an isolated structure, with properties calculated with the ωB97M-V functional and the def2-TZVPD basis.

E_HOMO: -0.50275 hartree
Largest force on an atom: 0.18 eV/A
E_LUMO: -5.1198 eV
Frontier orbital gap: 8.6 eV

Structure (ORCA input):
```
! RIJCOSX wB97M-V def2-TZVPD def2/J DEFGRID3
* xyz 2 1
Pb 0.0871 1.3965 -0.2836
C 4.0155 2.3236 0.1257
C 3.9307 1.0812 -0.7536
S 2.5367 0.9128 -1.8866
C 2.7457 2.2330 -3.1106
C 2.5340 3.6764 -2.6638
S 0.8825 3.9527 -1.9628
C 1.1885 4.9803 -0.5023
C 2.3397 4.5974 0.4238
S 2.4688 2.8525 0.9337
H 4.4015 3.1760 -0.4278
H 4.7271 2.1196 0.9256
H 3.8555 0.1880 -0.1360
H 4.8498 0.9989 -1.3371
H 2.0412 1.9754 -3.9036
H 3.7427 2.1276 -3.5425
H 2.6555 4.3246 -3.5318
H 3.2796 3.9778 -1.9346
H 0.2383 4.9539 0.0370
H 1.3303 6.0173 -0.8101
H 2.2426 5.1820 1.3393
H 3.3007 4.8782 -0.0037
N -2.7210 1.5956 -1.6636
C -3.1034 1.3977 -0.3265
C -2.9600 2.4545 0.5770
C -3.2776 2.2926 1.9170
C -3.7112 1.0641 2.3870
C -3.8591 0.0128 1.4937
C -3.5693 0.1565 0.1389
C -3.8647 -0.9617 -0.8010
C -5.1662 -1.4101 -1.0175
C -5.4259 -2.4436 -1.9066
C -4.3945 -3.0416 -2.6145
C -3.0854 -2.6172 -2.4264
C -2.8582 -1.6095 -1.5097
H -2.8988 2.5315 -2.0031
H -3.1039 0.9202 -2.3120
H -2.6613 3.4295 0.2026
H -3.1979 3.1341 2.5927
H -3.9647 0.9318 3.4300
H -4.2362 -0.9414 1.8428
H -5.9783 -0.9312 -0.4853
H -6.4443 -2.7733 -2.0599
H -4.6039 -3.8319 -3.3221
H -2.2650 -3.0486 -2.9878
C 1.3167 -3.3336 3.0053
C 2.1276 -3.7233 1.7783
C 1.5501 -3.2149 0.4474
C 2.5196 -3.6270 -0.7046
C 2.0826 -3.2586 -2.1161
C 0.2307 -3.9128 0.1763
O 0.0235 -5.0731 0.3588
N -0.7984 -3.1178 -0.4020
C -0.6471 -1.8091 -0.6181
O -1.5469 -1.1224 -1.2986
N 0.3635 -1.0951 -0.2050
C 1.4432 -1.6984 0.4317
O 2.2976 -0.9841 0.9084
H 1.6849 -3.8549 3.8873
H 0.2609 -3.6010 2.8986
H 1.4049 -2.2647 3.2056
H 2.1907 -4.8081 1.6944
H 3.1454 -3.3434 1.8636
H 2.6518 -4.7064 -0.6199
H 3.4805 -3.1655 -0.4698
H 1.1352 -3.7283 -2.3903
H 2.8228 -3.6085 -2.8340
H 1.9905 -2.1782 -2.2511
H -1.6379 -3.5987 -0.7062
S -0.4616 0.3167 4.6725
C -0.2976 1.9931 4.3910
C -0.1414 2.2210 3.0651
N -0.1628 1.0958 2.2766
C -0.3357 0.0276 3.0072
H -0.3130 2.7083 5.1966
H -0.0182 3.1957 2.6140
H -0.4055 -0.9669 2.5966
*
```

=====

[3]
Below is a 2-piece molecular cluster, C29H37 overall at a distorted geometry, with properties calculated with the ωB97M-V functional and the def2-TZVPD basis.

E_HOMO: -0.35859 hartree
Largest force on an atom: 2.30 eV/A
E_LUMO: -5.5315 eV
Frontier orbital gap: 4.2 eV

Structure (ORCA input):
```
! RIJCOSX wB97M-V def2-TZVPD def2/J DEFGRID3
* xyz 1 1
C -4.5075 0.4863 -2.6665
C -3.7510 -0.3448 -1.6567
C -3.2788 0.1822 -0.4505
C -2.4448 -0.5545 0.4089
C -1.9660 0.0947 1.6785
C -2.0856 -1.8745 0.0606
C -1.1371 -2.7398 0.8846
C -1.8272 -3.3523 2.1110
C 0.2381 -2.1260 1.2885
C 0.8063 -1.3206 0.2080
C 2.1852 -1.1499 0.0054
C 2.6866 -1.2504 -1.3337
C 1.8127 -1.7929 -2.4254
C 4.0186 -0.9544 -1.5865
C 4.8911 -0.5734 -0.5573
C 6.2928 -0.1630 -0.8896
C 4.4420 -0.6334 0.7720
C 3.1082 -0.9073 1.0782
C 2.6722 -0.9634 2.5060
C -2.6875 -2.4591 -1.0676
C -2.4834 -3.9245 -1.3590
C -3.4837 -1.6917 -1.9161
H -4.8140 -0.1432 -3.5120
H -5.4093 0.9421 -2.2391
H -3.8962 1.3051 -3.0726
H -3.5706 1.1987 -0.1631
H -2.0056 -0.5786 2.5469
H -0.9306 0.4555 1.5810
H -2.5759 0.9768 1.9260
H -0.8587 -3.5949 0.2542
H -2.7421 -3.8629 1.7889
H -1.1709 -4.0935 2.5897
H -2.0991 -2.5931 2.8575
H 0.1679 -1.5188 2.2048
H 0.8814 -2.9963 1.5511
H 0.1274 -1.1204 -0.6159
H 2.2914 -1.6666 -3.4001
H 1.6098 -2.8680 -2.2822
H 0.8366 -1.2877 -2.4733
H 4.3890 -0.9825 -2.6124
H 6.8371 0.1485 0.0057
H 6.8385 -0.9921 -1.3552
H 6.2968 0.6627 -1.6087
H 5.1220 -0.4056 1.5921
H 3.5144 -0.7155 3.1624
H 1.8627 -0.2540 2.7425
H 2.3179 -1.9682 2.7856
H -3.0770 -4.2022 -2.2349
H -1.4332 -4.1655 -1.5914
H -2.8025 -4.5656 -0.5195
H -3.9093 -2.1707 -2.8009
H -0.0217 2.1992 0.3515
C -0.7534 3.0713 0.5236
C -0.4882 3.7877 1.8068
C 0.0024 5.0258 2.0374
C 0.4145 6.0361 1.1354
C 0.1594 6.0997 -0.1962
C -0.5632 5.1654 -0.9778
C -0.9419 3.8967 -0.7069
H -1.7201 2.5471 0.6773
H -0.7143 3.1785 2.6870
H 0.1334 5.3064 3.0904
H 0.9583 6.8719 1.5898
H 0.5093 6.9860 -0.7380
H -0.8186 5.5446 -1.9752
H -1.4551 3.3528 -1.5049
*
```

=====

[4]
Below is C29H37AsN3O2RuSe4Si2 as an isolated structure at a distorted geometry, with properties calculated with the ωB97M-V functional and the def2-TZVPD basis.

E_HOMO (alpha / beta): -0.20221 / -0.20222 hartree
Largest force on an atom: 2.08 eV/A
E_LUMO (alpha / beta): -0.5815 / -1.7500 eV
Frontier orbital gap (alpha / beta): 4.9 / 3.8 eV

Structure (ORCA input):
```
! RIJCOSX wB97M-V def2-TZVPD def2/J DEFGRID3
* xyz 0 2
Ru -0.0471 -0.4849 1.4647
C -2.6165 2.8937 3.0901
O -2.8435 1.6659 3.8188
C -2.1309 0.7364 3.1831
N -1.5510 1.0506 2.0832
C -1.8046 2.4705 1.8365
C -2.5619 2.7310 0.5596
C -3.6130 1.9024 0.1810
C -4.3822 2.2103 -0.9299
C -4.1086 3.3507 -1.6733
C -3.0550 4.1754 -1.3064
C -2.2862 3.8658 -0.1928
C -2.0900 -0.6397 3.6316
C -2.7613 -1.2030 4.7056
C -2.7220 -2.5797 4.8521
C -2.1041 -3.3609 3.8851
C -1.4488 -2.7109 2.8563
N -1.3634 -1.3792 2.7906
C -0.9328 -3.3020 1.6357
N -0.5954 -2.5455 0.6521
C -0.4636 -3.4524 -0.5111
C -0.4026 -4.8379 0.1593
O -0.9829 -4.6265 1.4570
C 0.7011 -3.3061 -1.4524
C 1.8964 -2.6942 -1.1034
C 2.9677 -2.6935 -1.9875
C 2.8538 -3.2970 -3.2300
C 1.6606 -3.9122 -3.5856
C 0.5943 -3.9171 -2.7009
H -2.0709 3.5772 3.7381
H -3.5894 3.3111 2.8350
H -0.8400 2.9847 1.8054
H -3.8240 1.0102 0.7585
H -5.1963 1.5584 -1.2188
H -4.7125 3.5935 -2.5374
H -2.8296 5.0598 -1.8875
H -1.4675 4.5135 0.0986
H -3.2930 -0.5657 5.3962
H -3.2000 -3.0476 5.7007
H -2.1130 -4.4397 3.9243
H -1.3930 -3.3340 -1.0809
H 0.6317 -5.1616 0.2959
H -0.9735 -5.6093 -0.3506
H 1.9967 -2.2332 -0.1314
H 3.8976 -2.2233 -1.6934
H 3.6857 -3.2848 -3.9212
H 1.5620 -4.3942 -4.5490
H -0.3351 -4.3985 -2.9841
Se 1.9658 -1.4338 2.4597
Se 1.2650 -2.0414 4.4937
Se 0.4568 0.3718 5.0050
Se 1.3150 0.8712 3.0238
C 4.1963 1.2728 -1.9943
Si 3.4428 1.4701 -0.2752
C 3.3511 3.3054 0.1411
C 4.5435 0.6110 0.9759
As 1.2032 0.7232 -0.2423
Si 0.3795 1.1071 -2.4190
C 1.0666 -0.0933 -3.6919
C -1.4705 0.8216 -2.3274
C 0.7263 2.8866 -2.9367
H 5.0255 1.9761 -2.0946
H 3.4916 1.4737 -2.7997
H 4.5918 0.2670 -2.1411
H 4.3506 3.7302 0.2544
H 2.8123 3.4491 1.0791
H 2.8231 3.8633 -0.6340
H 5.5358 1.0665 0.9324
H 4.6434 -0.4579 0.7809
H 4.1576 0.7205 1.9887
H 0.7030 -1.1002 -3.4928
H 2.1539 -0.1377 -3.7118
H 0.7192 0.2090 -4.6829
H -1.6957 -0.0282 -1.6786
H -1.8774 0.6156 -3.3196
H -1.9817 1.6879 -1.9206
H 1.7926 3.1066 -2.9943
H 0.2803 3.5834 -2.2254
H 0.2902 3.0764 -3.9198
*
```

=====

[5]
Below is a 6-piece molecular cluster, C29H37BFN7O5 overall at a distorted geometry, with properties calculated with the ωB97M-V functional and the def2-TZVPD basis.

E_HOMO: -0.29548 hartree
Largest force on an atom: 2.11 eV/A
E_LUMO: -1.9980 eV
Frontier orbital gap: 6.0 eV
SMILES: [H]/N=C(/C)CB(CC(=O)OC(C)=O)C(=O)NC(=O)F.c1cc[nH]c1.c1cc[nH]c1.c1cc[nH]c1.c1cc[nH]c1.c1cc[nH]c1

Structure (ORCA input):
```
! RIJCOSX wB97M-V def2-TZVPD def2/J DEFGRID3
* xyz 0 1
H -2.0015 -1.7734 2.9274
N -1.7340 -0.8556 3.2760
C -1.9444 0.0398 2.4096
C -1.6443 1.4531 2.7972
C -2.5158 -0.2414 1.0335
B -1.5144 0.1452 -0.1050
C -0.4895 -0.9522 -0.5705
C 0.1878 -0.7284 -1.8906
O -0.2858 -1.1404 -2.9205
O 1.3697 0.0071 -1.9540
C 2.1564 0.0126 -0.8306
C 2.7197 1.3216 -0.3914
O 2.4238 -1.0173 -0.2501
C -1.6364 1.6509 -0.6828
O -2.4131 2.4127 -0.1538
N -0.8955 2.0882 -1.8492
C -1.5225 3.1212 -2.5286
O -2.5385 3.0369 -3.1372
F -0.8682 4.2564 -2.4662
H -1.3224 2.0550 1.9617
H -0.8844 1.4126 3.5613
H -2.5285 1.8616 3.2689
H -3.4708 0.2613 0.9226
H -2.6954 -1.3067 0.9810
H -1.0545 -1.8652 -0.6791
H 0.2036 -1.1256 0.2506
H 2.0401 2.1523 -0.5221
H 3.6166 1.5233 -0.9623
H 2.9957 1.2474 0.6459
H 0.0623 2.3278 -1.6304
C 5.7015 -1.4119 4.1187
C 5.1596 -2.0076 2.9467
C 3.9173 -1.4685 2.7499
N 3.6864 -0.5740 3.7617
C 4.7701 -0.5320 4.5981
H 6.6641 -1.6092 4.5589
H 5.6296 -2.7467 2.3204
H 3.1827 -1.6431 1.9844
H 2.8498 -0.0354 3.8764
H 4.7834 0.1155 5.4576
C -4.4567 6.6303 3.5292
C -4.5406 5.8379 2.3524
C -3.5727 4.8746 2.4388
N -2.9044 5.0569 3.6208
C -3.4405 6.1227 4.2919
H -5.0730 7.4751 3.7854
H -5.2332 5.9611 1.5372
H -3.3033 4.0793 1.7641
H -2.1407 4.4956 3.9450
H -3.0538 6.4265 5.2491
C 2.3546 -3.9809 -1.6768
C 3.4715 -4.8529 -1.5493
C 3.2621 -5.9114 -2.3932
N 2.0611 -5.7143 -3.0220
C 1.5048 -4.5390 -2.5949
H 2.1965 -3.0524 -1.1571
H 4.3284 -4.7178 -0.9111
H 3.8575 -6.7848 -2.5972
H 1.6511 -6.3364 -3.6927
H 0.5570 -4.2020 -2.9788
C 0.2987 -9.2681 1.1518
C 0.5179 -9.8648 -0.1184
C 1.0952 -8.9147 -0.9190
N 1.2296 -7.7704 -0.1845
C 0.7505 -7.9768 1.0780
H -0.1383 -9.7335 2.0189
H 0.2808 -10.8740 -0.4096
H 1.4210 -8.9565 -1.9440
H 1.6237 -6.9082 -0.5238
H 0.7722 -7.1912 1.8131
C -2.8777 7.6408 -5.8982
C -2.2526 8.2615 -4.7841
C -2.0595 7.2925 -3.8364
N -2.5465 6.1130 -4.3291
C -3.0437 6.3181 -5.5860
H -3.1724 8.1110 -6.8210
H -1.9755 9.2979 -4.6905
H -1.6170 7.3405 -2.8563
H -2.5179 5.2393 -3.8374
H -3.4746 5.5077 -6.1482
*
```

=====

[6]
Below is a 8-piece molecular cluster, C29H37ClFN10S overall at a distorted geometry, with properties calculated with the ωB97M-V functional and the def2-TZVPD basis.

E_HOMO: -0.46360 hartree
Largest force on an atom: 4.57 eV/A
E_LUMO: -4.2548 eV
Frontier orbital gap: 8.4 eV

Structure (ORCA input):
```
! RIJCOSX wB97M-V def2-TZVPD def2/J DEFGRID3
* xyz 1 1
C -4.1922 -0.9405 -3.2259
C -2.7160 -0.4205 -2.9994
C -1.6960 -1.4752 -2.4061
Cl -2.4456 -2.8642 -1.5088
C -0.6544 -0.8020 -1.4316
C -1.1740 0.0653 -0.3568
C -0.2102 0.6928 0.5528
S -0.8328 1.7777 1.8853
C 1.2417 0.4066 0.3839
C 2.2102 1.0989 1.3956
C 2.2584 2.6270 0.9775
N 2.2762 2.8464 -0.2840
N 1.6832 -0.4425 -0.6286
C 3.1246 -0.7262 -0.7264
C 3.9991 0.2232 -1.3895
C 5.4648 0.0801 -1.5301
C 5.9590 -1.1874 -0.9202
C 4.9435 -2.0308 -0.2818
N 3.6037 -1.8725 -0.1788
C 0.7749 -1.0134 -1.5093
F 1.2684 -1.8327 -2.4740
H -4.2753 -1.5575 -4.1673
H -4.6639 -1.4286 -2.3379
H -4.8175 -0.0215 -3.4378
H -2.3193 -0.1454 -4.0221
H -2.7617 0.5477 -2.4310
H -1.0896 -1.9091 -3.2471
H -2.2800 0.2269 -0.2613
H -0.6750 1.1464 3.0985
H 1.7282 0.9886 2.4094
H 3.2263 0.6293 1.4398
H 2.2464 3.4615 1.7254
H 2.2777 3.8609 -0.4640
H 3.5291 1.1585 -1.7956
H 6.1246 0.8282 -2.0202
H 7.0509 -1.4638 -0.9400
H 5.3481 -2.9630 0.2016
C 4.2202 2.1013 -5.3610
C 5.2569 2.5357 -4.3936
N 6.0618 2.8736 -3.6458
H 3.2504 2.5042 -5.0699
H 4.4710 2.4616 -6.3583
H 4.1640 1.0130 -5.3789
C -4.7769 2.4570 3.3536
C -3.7509 2.9015 4.3284
N -2.9531 3.2450 5.0824
H -5.7527 2.8536 3.6357
H -4.5208 2.8165 2.3572
H -4.8282 1.3693 3.3339
C 9.6818 1.3162 -0.5566
C 9.2338 -0.0885 -0.7118
N 8.8886 -1.1786 -0.8320
H 10.0608 1.4738 0.4528
H 10.4738 1.5327 -1.2729
H 8.8460 1.9931 -0.7340
C 4.1058 -5.3016 1.9574
C 5.5604 -5.5793 1.8803
N 6.6876 -5.7927 1.8214
H 3.7588 -5.4168 2.9839
H 3.9057 -4.2819 1.6267
H 3.5607 -5.9958 1.3184
C -6.5434 5.7625 5.8076
C -7.2364 5.2443 4.6022
N -7.7702 4.8404 3.6680
H -6.7484 5.1146 6.6594
H -5.4680 5.7917 5.6327
H -6.8955 6.7688 6.0326
C -6.0700 -1.7521 4.0602
C -6.8490 -0.6578 3.4298
N -7.4680 0.1851 2.9385
H -5.7940 -2.4908 3.3081
H -5.1643 -1.3490 4.5136
H -6.6690 -2.2356 4.8313
C -6.4778 -4.4657 -3.5194
C -7.2701 -3.3857 -4.1518
N -7.8820 -2.5459 -4.6419
H -6.1902 -5.2032 -4.2682
H -5.5775 -4.0475 -3.0685
H -7.0677 -4.9561 -2.7455
*
```

=====

- Look up the largest force on an atom of the fourth one.
  2.08 eV/A